1.
10
Properties=species:S:1:pos:R:3 method="wB97M-V/def2-TZVPD" energy_ev=-18101.160 max_force_ev_per_a=5.03 e_homo_ev=-9.80 de_lowest_kj_mol=473.29 orbital_gap_ev=8.90
C 2.098 0.083 -0.071
C 0.886 0.548 0.002
C -0.661 -0.681 -0.205
O -3.250 -0.913 -0.031
O -2.283 1.377 0.047
S -2.117 -0.045 0.175
H 2.938 0.748 0.085
H 2.332 -0.943 -0.299
H 0.492 1.516 0.225
H -0.436 -1.690 0.072

***

2.
10
Properties=species:S:1:pos:R:3 method="wB97M-V/def2-TZVPD" smiles="O=C1CSCO1" energy_ev=-18104.415 max_force_ev_per_a=4.41 e_homo_ev=-9.44 de_lowest_kj_mol=159.23 orbital_gap_ev=10.04
O -2.259 -0.213 -0.041
C -1.116 -0.143 -0.249
C -0.107 -1.271 -0.020
S 1.523 -0.385 -0.173
C 0.802 1.202 0.080
O -0.633 1.151 -0.344
H -0.249 -1.820 0.897
H 0.139 -2.109 -0.897
H 1.385 2.079 -0.478
H 0.515 1.509 1.226

***

3.
10
Properties=species:S:1:pos:R:3 method="wB97M-V/def2-TZVPD" smiles="CC#C[SH](=O)=O" energy_ev=-18101.942 max_force_ev_per_a=3.60 e_homo_ev=-10.77 de_lowest_kj_mol=397.88 orbital_gap_ev=10.87
C 0.433 -0.535 -1.118
C 0.149 -0.041 0.203
C -0.159 0.352 1.300
S 0.034 1.107 2.859
O 0.609 2.396 2.629
O 0.644 0.187 3.770
H 0.660 -1.599 -1.083
H -0.413 -0.363 -1.781
H 1.302 0.001 -1.505
H -1.518 1.386 3.460

***

4.
11
Properties=species:S:1:pos:R:3 method="wB97M-V/def2-TZVPD" energy_ev=-28937.956 max_force_ev_per_a=4.71 e_homo_ev=-8.61 de_lowest_kj_mol=298.81 orbital_gap_ev=8.29
C -0.493 -1.154 0.710
C 0.239 -1.276 -0.374
C -0.694 1.441 0.046
O 0.990 -2.009 -1.081
O 0.430 1.903 0.659
S -1.434 0.193 1.201
S -0.205 0.843 -1.581
H -0.380 -2.010 1.451
H -1.330 2.306 -0.118
H 1.792 -1.547 -1.373
H 1.085 1.311 0.461

***

5.
11
Properties=species:S:1:pos:R:3 method="wB97M-V/def2-TZVPD" smiles="OC(=S)COC=S" energy_ev=-28939.991 max_force_ev_per_a=1.73 e_homo_ev=-9.03 de_lowest_kj_mol=102.49 orbital_gap_ev=8.77
O 0.783 1.339 -0.070
C 1.421 0.173 0.061
S 3.059 -0.043 -0.004
C 0.487 -1.027 0.062
O -0.829 -0.785 -0.434
C -1.729 -0.267 0.375
S -3.193 0.265 -0.054
H 1.373 2.127 0.008
H 0.934 -1.812 -0.526
H 0.470 -1.401 1.105
H -1.330 -0.183 1.387

***

6.
11
Properties=species:S:1:pos:R:3 method="wB97M-V/def2-TZVPD" energy_ev=-28936.947 max_force_ev_per_a=4.55 e_homo_ev="-8.12 / -7.95" de_lowest_kj_mol=396.21 orbital_gap_ev="7.40 / 6.90"
C -0.786 1.980 0.313
C 0.694 0.266 -0.465
C 0.601 -0.965 0.511
O -1.824 1.404 0.280
O 0.407 1.702 0.127
S -0.819 -2.079 0.316
S -2.062 -0.648 -0.432
H 1.699 0.240 -0.990
H 0.096 0.081 -1.367
H 1.465 -1.486 0.320
H 0.531 -0.495 1.387

***

7.
10
Properties=species:S:1:pos:R:3 method="wB97M-V/def2-TZVPD" energy_ev=-13090.022 max_force_ev_per_a=3.80 e_homo_ev="-13.53 / -13.52" total_charge=+1 de_lowest_kj_mol=163.84 orbital_gap_ev="7.51 / 7.49" spin_multiplicity=2
H 2.684 0.684 -0.583
O 0.256 0.873 0.717
O -0.137 -1.198 0.469
C -0.615 0.837 -0.374
C -1.172 -0.543 -0.331
C 0.684 -0.341 0.981
H -1.139 1.764 -0.584
H -2.135 -0.645 0.191
H -1.235 -1.054 -1.302
Sn 2.809 -0.377 0.815

***

8.
10
Properties=species:S:1:pos:R:3 method="wB97M-V/def2-TZVPD" energy_ev=-29680.898 max_force_ev_per_a=0.81 e_homo_ev="-19.47 / -16.09" total_charge=+2 de_lowest_kj_mol=451.40 orbital_gap_ev="8.88 / 4.99" spin_multiplicity=8
H 4.256 0.239 -0.267
O -0.846 1.027 0.058
O -0.944 -1.111 0.045
C -2.188 0.764 -0.127
C -2.341 -0.707 -0.072
C -0.164 -0.086 0.127
H -2.885 1.575 0.050
H -2.884 -1.086 0.808
H -2.754 -1.168 -0.981
Tb 2.480 -0.183 0.228

***

9.
10
Properties=species:S:1:pos:R:3 method="wB97M-V/def2-TZVPD" energy_ev=-8304.568 max_force_ev_per_a=4.67 e_homo_ev=-12.25 total_charge=+1 de_lowest_kj_mol=0.00 orbital_gap_ev=5.61
C -3.543 1.248 0.429
O -2.179 1.446 0.314
C 2.253 -3.197 -0.217
C 1.822 -2.055 -0.256
O 1.264 -0.930 -0.240
Y -0.277 0.650 -0.104
H -4.094 2.208 0.471
H -3.954 0.685 -0.431
H -3.816 0.681 1.340
H 2.656 -4.191 -0.229

***

10.
10
Properties=species:S:1:pos:R:3 method="wB97M-V/def2-TZVPD" smiles="COC(=O)C=O" energy_ev=-9317.550 max_force_ev_per_a=0.62 e_homo_ev=-10.37 de_lowest_kj_mol=111.06 orbital_gap_ev=10.13
C -0.150 -1.643 0.349
O -0.493 -0.255 0.400
C 0.325 0.555 -0.258
O 1.329 0.233 -0.847
C -0.149 2.009 -0.220
O -1.235 2.341 0.170
H -0.892 -2.150 0.965
H -0.197 -2.001 -0.683
H 0.857 -1.806 0.741
H 0.603 2.717 -0.616

***

11.
10
Properties=species:S:1:pos:R:3 method="wB97M-V/def2-TZVPD" energy_ev=-9313.731 max_force_ev_per_a=6.90 e_homo_ev=-9.10 de_lowest_kj_mol=479.54 orbital_gap_ev=9.52
H 2.824 0.363 -0.922
C -1.255 0.654 -0.084
O -2.397 0.230 0.360
H -3.105 0.852 0.145
C -0.293 -0.487 0.030
O 0.856 -0.275 -0.780
C 1.849 0.466 -0.313
O 2.309 0.238 0.786
H -0.774 -1.418 -0.310
H -0.013 -0.622 1.089

***

12.
10
Properties=species:S:1:pos:R:3 method="wB97M-V/def2-TZVPD" smiles="O=C[C@@H]1O[C@@H]1O" energy_ev=-9315.867 max_force_ev_per_a=2.01 e_homo_ev=-10.35 de_lowest_kj_mol=273.40 orbital_gap_ev=10.85
O -1.239 2.104 -0.712
C -1.006 1.041 -0.190
C 0.145 0.203 -0.659
O 0.047 -1.228 -0.607
C 0.953 -0.557 0.297
O 0.418 -0.792 1.533
H -1.605 0.664 0.662
H 0.592 0.527 -1.587
H 2.031 -0.691 0.179
H -0.335 -1.270 1.084

***

13.
10
Properties=species:S:1:pos:R:3 method="wB97M-V/def2-TZVPD" smiles="O=CC(=O)CO" energy_ev=-9316.968 max_force_ev_per_a=0.59 e_homo_ev=-9.98 de_lowest_kj_mol=167.19 orbital_gap_ev=9.18
O -1.550 -1.513 -0.546
C -1.560 -0.316 -0.417
C -0.414 0.463 0.222
O -0.541 1.659 0.370
C 0.888 -0.266 0.492
O 1.699 -0.013 -0.639
H -2.396 0.333 -0.737
H 0.757 -1.346 0.554
H 1.324 0.104 1.427
H 1.839 0.939 -0.673

***

14.
10
Properties=species:S:1:pos:R:3 method="wB97M-V/def2-TZVPD" energy_ev=-9308.609 max_force_ev_per_a=5.39 e_homo_ev="-8.32 / -8.33" de_lowest_kj_mol=973.74 orbital_gap_ev="6.88 / 6.88"
C 1.375 -0.146 -0.435
C 2.403 0.286 0.274
C -1.239 -0.621 0.294
O 2.001 -1.270 -0.897
O 3.176 -0.774 -0.283
O 2.843 1.212 1.055
H -1.492 0.391 -0.042
H -1.460 -1.482 -0.326
H -0.820 -0.781 1.281
H 3.630 1.610 0.742

***

15.
10
Properties=species:S:1:pos:R:3 method="wB97M-V/def2-TZVPD" smiles="O=C1COCO1" energy_ev=-9315.750 max_force_ev_per_a=9.27 e_homo_ev=-10.09 de_lowest_kj_mol=284.73 orbital_gap_ev=10.74
O 1.402 1.704 0.841
C 0.492 0.849 0.502
C 1.001 -0.576 0.090
O -0.196 -1.099 -0.455
C -1.103 -0.128 -0.437
O -0.849 1.032 0.303
H 1.179 -1.066 1.065
H 1.786 -0.492 -0.722
H -1.572 0.059 -1.429
H -2.140 -0.283 0.242

***

16.
11
Properties=species:S:1:pos:R:3 method="wB97M-V/def2-TZVPD" energy_ev=-14542.878 max_force_ev_per_a=5.77 e_homo_ev=-19.29 total_charge=+2 de_lowest_kj_mol=345.91 orbital_gap_ev=8.69
C -0.690 -0.985 0.525
C -1.938 -0.808 -0.214
O 0.503 -1.428 -0.078
H -0.768 -1.328 1.561
H -3.015 -0.735 -0.068
H -1.974 -1.393 -1.137
H 0.733 -2.335 0.164
O -1.796 1.071 0.116
C -0.611 0.927 0.480
O 0.464 1.418 0.237
Pb 1.957 0.083 -0.483

***

17.
11
Properties=species:S:1:pos:R:3 method="wB97M-V/def2-TZVPD" energy_ev=-9967.383 max_force_ev_per_a=2.91 e_homo_ev="-3.52 / -3.52" total_charge=-1 de_lowest_kj_mol=566.18 orbital_gap_ev="5.80 / 5.80"
C 1.319 -1.664 -1.432
C 0.403 -2.152 -0.489
H 2.233 -2.255 -1.536
H -0.121 -1.420 -1.534
H 1.544 -0.593 -1.479
O 0.392 -1.628 0.736
C -0.028 -0.297 0.993
O -1.010 0.117 0.352
O 0.657 0.310 1.817
Rb -1.958 3.673 1.339
H -3.430 5.911 1.232

***

18.
11
Properties=species:S:1:pos:R:3 method="wB97M-V/def2-TZVPD" energy_ev=-11886.559 max_force_ev_per_a=6.15 e_homo_ev="-14.78 / -15.23" total_charge=+1 de_lowest_kj_mol=135.22 orbital_gap_ev="9.54 / 6.52" spin_multiplicity=6
O -1.255 -0.665 0.021
C -1.859 0.583 0.003
O -1.090 1.567 0.252
O -3.041 0.610 -0.273
C 0.033 -0.773 0.486
H 0.135 -0.758 1.577
C 1.065 -1.033 -0.339
H 0.906 -1.131 -1.416
H 2.046 -1.231 0.094
Ru 0.804 1.730 0.147
H 2.257 1.101 -0.551

***

19.
11
Properties=species:S:1:pos:R:3 method="wB97M-V/def2-TZVPD" energy_ev=-20148.030 max_force_ev_per_a=3.75 e_homo_ev=-10.97 de_lowest_kj_mol=612.09 orbital_gap_ev=9.84
C -0.016 -2.549 0.300
C 0.767 -1.630 0.340
C -1.179 1.010 -0.311
O 1.488 1.100 1.450
O 2.533 0.530 -0.794
O 0.208 1.164 -0.757
S 1.432 0.525 0.120
H -0.610 -3.424 0.351
H -1.218 1.058 0.826
H -1.861 0.261 -0.752
H -1.543 1.954 -0.774

***

20.
11
Properties=species:S:1:pos:R:3 method="wB97M-V/def2-TZVPD" smiles="O=COCOC=O" energy_ev=-11365.301 max_force_ev_per_a=1.67 e_homo_ev=-11.10 de_lowest_kj_mol=68.60 orbital_gap_ev=12.01
O 2.322 -0.602 -0.337
C 1.892 0.511 -0.465
O 0.701 0.931 0.095
C 0.028 -0.080 0.832
O -0.744 -0.903 -0.064
C -1.937 -0.337 -0.498
O -2.320 0.764 -0.254
H 2.417 1.261 -1.097
H -0.580 0.414 1.599
H 0.783 -0.831 1.212
H -2.564 -1.129 -1.023